--- i ---
{
  "formula": "C2H22O9",
  "method": "wB97M-V/def2-TZVPD",
  "species": ["O", "O", "O", "O", "O", "O", "O", "O", "O", "C", "C", "H", "H", "H", "H", "H", "H", "H", "H", "H", "H", "H", "H", "H", "H", "H", "H", "H", "H", "H", "H", "H", "H"],
  "xyz": [[6.111, -0.313, -1.217], [3.117, 0.818, 4.924], [-1.801, 0.622, 4.539], [-2.293, -1.620, 0.276], [-4.514, 3.524, -0.547], [0.217, -1.023, -4.754], [-3.289, 1.499, -3.554], [-1.314, -5.338, 0.065], [0.547, 0.375, 1.416], [0.579, 1.476, -0.772], [1.096, 0.293, 0.126], [7.002, 0.021, -1.320], [3.926, 0.732, 4.419], [-4.389, 3.161, -1.424], [-1.164, 0.505, 3.835], [0.787, 1.269, -1.822], [-1.475, -4.407, -0.085], [-3.707, 0.915, -4.187], [0.845, -0.671, -0.316], [1.256, 0.789, 1.912], [1.070, 2.385, -0.425], [-0.509, 1.509, -0.709], [-2.063, -0.268, 4.775], [-0.408, -5.378, 0.373], [0.801, -1.172, -4.010], [-4.648, 2.758, 0.012], [3.322, 1.468, 5.596], [6.195, -1.035, -0.594], [-0.372, -1.778, -4.750], [2.186, 0.301, 0.127], [-2.441, 1.093, -3.376], [-1.581, -1.185, 0.745], [-3.088, -1.324, 0.720]],
  "multiplicity": 1,
  "homo_ev": -10.749,
  "total_charge": 0,
  "orbital_gap_ev": 10.84,
  "smiles": "CCO.O.O.O.O.O.O.O.O"
}

--- ii ---
{
  "formula": "C2H22O9",
  "method": "wB97M-V/def2-TZVPD",
  "species": ["O", "O", "O", "O", "O", "O", "O", "O", "O", "C", "C", "H", "H", "H", "H", "H", "H", "H", "H", "H", "H", "H", "H", "H", "H", "H", "H", "H", "H", "H", "H", "H", "H"],
  "xyz": [[1.352, 1.413, -0.651], [-0.205, -3.294, -1.709], [-0.399, 2.606, 4.139], [-2.776, 0.159, -1.149], [-1.012, -1.029, -3.146], [3.438, -0.320, 0.114], [-0.067, -1.004, 0.475], [0.380, -1.410, 3.285], [-3.013, -1.951, 0.937], [1.078, 1.661, -2.028], [0.428, 2.588, 2.987], [1.770, 2.204, -0.294], [1.163, 0.703, -2.543], [0.102, 1.781, 2.327], [0.274, -0.164, 0.133], [1.318, -1.615, 3.353], [-0.737, -0.889, -4.058], [4.082, -0.099, -0.567], [-0.121, -4.254, -1.694], [-3.446, 0.694, -1.586], [0.469, 3.589, 2.543], [0.642, -2.968, -1.369], [-3.607, -2.448, 0.367], [-0.575, -1.382, -0.253], [-2.769, -1.173, 0.410], [1.475, 2.406, 3.236], [0.240, -1.214, 2.341], [2.690, 0.297, -0.034], [1.797, 2.338, -2.492], [-2.128, -0.048, -1.844], [-1.310, 2.662, 3.843], [0.066, 2.033, -2.196], [-0.600, -1.875, -2.880]],
  "multiplicity": 1,
  "homo_ev": -10.000,
  "total_charge": 0,
  "orbital_gap_ev": 10.02,
  "smiles": "CO.CO.O.O.O.O.O.O.O"
}

Most favorable structure: ii. The second most favorable one is 17.7 kJ/mol above it.